No. 1
An isolated ion of composition C9H19N2O and charge +1 at a distorted geometry. Source: the Open Molecules 2025 dataset; level of theory: the ωB97M-V functional and the def2-TZVPD basis.

The SMILES is C/C(O)=[N+](\C)NC/C=C/C(C)C. As for the orbital gap: 9.65 eV. As for the total charge: +1. The HOMO energy is -12.8 eV. The calculation puts the LUMO energy at -3.14 eV. Its spin multiplicity is 1.

XYZ file:
```
31
Properties=species:S:1:pos:R:3:lowdin_charge:R:1
C -1.1122 1.0438 0.5446 -0.14
C 0.3826 0.9021 0.7128 -0.14
C -1.5596 -1.7253 -0.3394 -0.33
C -1.8951 -2.6617 -1.4937 0.04
C 3.5720 0.3025 -0.8396 -0.05
C 3.3222 2.4700 0.4522 -0.08
C -3.8745 -1.3337 0.4143 0.05
C 1.3208 1.2334 -0.1638 -0.09
C 2.7742 1.0654 0.1932 -0.46
N -1.9584 -0.0423 1.1298 0.00
N -2.4313 -0.9653 0.2801 -0.11
O -0.3465 -1.7281 0.0914 0.16
H -1.2963 2.0793 1.0710 0.16
H -1.4268 1.2733 -0.5073 0.14
H 0.8255 0.4186 1.6078 0.13
H -2.7947 -3.2825 -1.0897 0.11
H -2.2912 -2.1227 -2.4000 0.12
H -1.0851 -3.3799 -1.8209 0.12
H 3.4753 0.7873 -1.7727 0.07
H 3.0932 -0.5898 -1.0119 0.05
H 4.6069 0.2956 -0.5681 0.09
H 4.3370 2.6581 0.8001 0.07
H 2.5830 3.0216 1.1434 0.10
H 3.2241 3.1272 -0.5344 0.12
H -4.2496 -2.1043 -0.3036 0.11
H -4.1597 -1.5240 1.4661 0.12
H -4.3720 -0.4896 0.1000 0.07
H 1.3604 1.7481 -1.1427 0.14
H 2.8070 0.5058 1.1417 0.13
H -2.5474 0.1444 1.9014 0.14
H -0.2838 -1.1272 0.9379 0.16
```

No. 2
An isolated ion of composition C9H19N2O and charge +1 at a distorted geometry. Source: the Open Molecules 2025 dataset; level of theory: the ωB97M-V functional and the def2-TZVPD basis.

The SMILES is CO[N+]1=C(C)NC(C)(C)C1(C)C. As for the orbital gap: 10.73 eV. As for the total charge: +1. The HOMO energy is -13.5 eV. The calculation puts the LUMO energy at -2.74 eV. Its spin multiplicity is 1.

XYZ file:
```
31
Properties=species:S:1:pos:R:3:lowdin_charge:R:1
C 0.4702 0.4557 -1.4310 -0.20
C -1.1673 0.6618 0.2177 -0.40
C -0.3296 -0.6268 0.5621 -0.38
C 1.3026 0.6109 -2.6565 0.07
C -2.7077 0.4333 0.1800 0.02
C -0.7794 1.9916 0.9594 0.03
C 0.1104 -0.7985 1.9666 -0.01
C -0.8615 -1.8682 -0.0063 -0.03
C 3.0373 -0.7304 0.4061 -0.05
N -0.7486 0.9948 -1.1286 0.13
N 0.8793 -0.3362 -0.4465 0.00
O 1.9894 -1.0402 -0.4263 -0.10
H 1.9089 -0.2144 -2.6638 0.05
H 1.8632 1.5429 -2.5125 0.12
H 0.6009 0.6390 -3.5888 0.15
H -3.1567 1.2525 -0.2734 0.07
H -3.0164 0.5842 1.2224 0.10
H -2.9831 -0.5158 -0.1595 0.06
H -0.4890 2.7182 0.2755 0.07
H -0.0528 1.8456 1.6598 0.03
H -1.7127 2.3262 1.6240 0.15
H 0.5754 0.1306 2.3657 0.10
H 0.6915 -1.6934 2.0886 0.09
H -0.7638 -1.0438 2.6070 0.12
H -0.0784 -2.5863 -0.1232 0.09
H -1.2489 -1.7328 -1.1148 0.14
H -1.8770 -2.1922 0.4217 0.13
H 3.8052 -1.5048 0.1185 0.13
H 2.7734 -0.8066 1.4798 0.09
H 3.3879 0.2771 0.1572 0.10
H -1.4227 1.2260 -1.7809 0.14
```

No. 3
An isolated ion of composition C9H19N2Si and charge +1 at a distorted geometry. Source: the Open Molecules 2025 dataset; level of theory: the ωB97M-V functional and the def2-TZVPD basis.

The SMILES is C[SiH](C)c1[nH]cc(C(C)(C)C)[nH+]1. As for the orbital gap: 10.09 eV. As for the total charge: +1. The HOMO energy is -13.4 eV. The calculation puts the LUMO energy at -3.28 eV. Its spin multiplicity is 1.

XYZ file:
```
31
Properties=species:S:1:pos:R:3:lowdin_charge:R:1
C -0.5858 1.6783 0.1078 -0.02
C -0.9980 0.4116 -0.1383 -0.18
C 1.2988 0.4283 -0.0959 -0.18
C -3.2296 0.9285 -0.8508 -0.05
C -3.0012 -0.2938 1.3366 0.00
C -2.5041 -1.5295 -0.8758 0.00
C 3.1074 -1.7923 0.1794 -0.23
C 4.3632 0.8671 0.5721 -0.22
C -2.4170 -0.1434 -0.1256 -0.48
N 0.7859 1.6642 0.1389 0.08
N 0.1369 -0.3588 -0.3536 0.18
Si 3.1798 -0.0348 -0.5175 0.65
H -1.2336 2.5484 0.3904 0.16
H -4.2807 0.6138 -0.8827 0.10
H -3.1761 1.8726 -0.2522 0.09
H -2.7522 1.2116 -1.8525 0.12
H -2.9422 -1.2502 1.8792 0.10
H -2.5361 0.4279 1.9602 0.07
H -3.9961 -0.0249 1.2618 0.05
H -3.4246 -1.8377 -0.8982 0.03
H -2.1174 -1.3106 -1.8513 0.09
H -1.8645 -2.2431 -0.4699 0.06
H 2.2944 -2.4400 -0.2614 0.04
H 4.1094 -2.3617 -0.0706 0.09
H 3.0829 -1.7749 1.2374 0.01
H 5.3778 1.0226 0.3124 0.02
H 3.9865 1.9133 0.8286 0.04
H 4.2707 0.3294 1.6167 0.08
H 1.3411 2.5483 0.1679 0.19
H 0.1743 -1.2875 -0.6017 0.11
H 3.5498 0.2171 -1.8916 -0.02
```

No. 4
One molecule with the formula C9H19N5O3 at a distorted geometry. Source: the Open Molecules 2025 dataset; level of theory: the ωB97M-V functional and the def2-TZVPD basis.

The SMILES is [H]/N=C(/N)NCCC[C@H](NC(=O)[C@H](C)N)C(=O)O. As for the orbital gap: 9.82 eV. The HOMO energy is -9.4 eV. The calculation puts the LUMO energy at 0.40 eV. Its spin multiplicity is 1.

XYZ file:
```
36
Properties=species:S:1:pos:R:3:lowdin_charge:R:1
C 3.3220 -1.5551 0.3913 -0.37
C 2.5495 -0.4094 -0.4154 -0.46
C 4.1122 -0.9612 1.5404 -0.07
C 0.3037 0.8614 -0.6148 -0.16
C 0.6131 2.2671 -0.1456 -0.50
C -1.2234 0.4468 -0.3097 -0.15
C -1.5585 0.0196 1.1332 -0.20
C -3.0718 0.1993 1.5448 -0.19
C -4.0139 -1.0616 -0.3556 -0.58
H 4.8991 -1.4314 -0.8843 0.09
H 3.7061 -2.6138 -1.3515 0.09
H 2.5596 -2.3393 0.6707 0.15
H 4.8968 -0.1042 1.3484 0.13
H 4.7842 -1.6801 2.0266 0.08
H 3.3492 -0.4996 2.1368 0.06
H 0.8740 -0.7077 0.6653 0.10
H 0.5600 0.7699 -1.7054 0.16
H -1.3729 -0.3869 -1.0314 0.10
H -1.8817 1.3130 -0.5226 0.11
H -0.8557 0.7622 1.7301 0.14
H -1.1205 -0.9423 1.5185 0.11
H -3.6924 1.1745 1.2374 0.15
H -3.1483 0.1549 2.6807 0.12
H -3.8780 -1.7962 1.5128 0.14
H -3.1718 -2.7445 -0.3708 0.02
H -4.0174 -0.2492 -2.3833 0.12
H -5.2013 0.6403 -1.2829 0.18
H 2.3696 1.9573 -0.9703 0.12
N 4.2307 -2.1648 -0.5794 0.01
N 1.3188 -0.0672 0.0477 0.13
N -4.0571 -0.8444 1.0529 -0.01
N -3.6396 -2.1152 -1.0187 0.08
N -4.1444 -0.0003 -1.3183 0.00
O 3.1101 0.2434 -1.2329 0.07
O -0.1732 2.8862 0.5668 0.09
O 1.8361 2.6485 -0.4496 0.12
```

No. 5
One molecule with the formula C9H19N5O4 at a distorted geometry. Source: the Open Molecules 2025 dataset; level of theory: the ωB97M-V functional and the def2-TZVPD basis.

The SMILES is [H]/N=C(/N)NCCC[C@H](N)C(=O)N[C@@H](CO)C(=O)O. As for the orbital gap: 9.61 eV. The HOMO energy is -9.4 eV. The calculation puts the LUMO energy at 0.17 eV. Its spin multiplicity is 1.

XYZ file:
```
37
Properties=species:S:1:pos:R:3:lowdin_charge:R:1
C 0.2523 -0.7489 -0.1282 -0.34
C 1.3975 -1.0712 -1.0489 -0.44
C -0.9897 -1.6952 -0.2024 -0.14
C -2.2416 -1.5121 0.7666 -0.18
C -3.6848 -1.2952 0.1770 -0.22
C -5.1175 0.8020 0.2292 -0.54
C 2.8045 0.1991 0.5772 -0.26
C 3.3418 1.5029 -0.0766 -0.52
C 3.7392 -0.4643 1.5623 -0.27
H -0.8120 0.5709 -1.1250 0.16
H -0.4476 1.1315 0.4620 0.08
H 0.7448 -0.9595 0.9067 0.17
H -1.4283 -1.8473 -1.1615 0.09
H -0.5964 -2.7274 0.0999 0.13
H -1.9672 -0.6981 1.5135 0.11
H -2.2677 -2.4062 1.4169 0.10
H -4.4333 -1.5452 0.8204 0.06
H -3.5651 -2.1361 -0.5705 0.12
H -3.2741 0.8399 0.0639 0.15
H -4.7947 0.1537 1.9529 0.00
H -6.6217 1.9627 -0.4647 0.08
H -5.2782 1.6179 -1.5075 0.08
H 3.5421 -0.8055 -1.1605 0.21
H 1.8692 0.5229 1.0413 0.13
H 3.7081 0.1892 2.5320 0.16
H 3.3160 -1.4493 1.7708 0.13
H 5.3330 0.1738 0.7274 0.06
H 1.5158 1.8995 -0.7712 0.08
N -0.0579 0.6599 -0.3318 0.05
N -3.9382 0.0609 -0.3774 0.00
N -5.3923 0.7016 1.4438 0.13
N -5.6699 1.7554 -0.5941 0.13
N 2.6433 -0.5358 -0.6479 0.11
O 1.2900 -1.7223 -2.0551 0.09
O 4.4846 1.7978 0.0242 0.14
O 4.9503 -0.6165 1.0427 0.00
O 2.4441 2.1306 -0.7784 0.15
```

No. 6
C9H20Br3N4O as an isolated structure at a distorted geometry. Source: the Open Molecules 2025 dataset; level of theory: the ωB97M-V functional and the def2-TZVPD basis.

As for the orbital gap: 8.17 eV. As for the total charge: +1. The HOMO energy is -12.6 eV. The calculation puts the LUMO energy at -4.45 eV. Its spin multiplicity is 1.

XYZ file:
```
37
Properties=species:S:1:pos:R:3:lowdin_charge:R:1
C -0.1814 -0.3366 2.7509 -0.03
C -0.5367 0.8945 1.9220 -0.40
O -1.3520 1.7276 2.7455 -0.01
C -1.3441 0.6112 0.6482 -0.20
N -0.5364 0.1245 -0.5164 -0.07
C 0.6204 1.0189 -0.8369 -0.06
C 1.8871 0.3868 -0.2710 -0.29
C 3.0739 1.3836 -0.3255 -0.23
N 4.4099 0.8039 -0.3252 0.02
C 2.1174 -0.9126 -1.0452 -0.12
N 0.8013 -1.5515 -1.3988 0.08
C -0.2476 -1.1411 -0.5463 -0.37
N -0.9702 -2.0763 0.1433 0.17
H 0.4163 -1.0506 2.1791 0.06
H -1.0897 -0.7820 3.1507 0.10
H 0.4609 -0.0055 3.5666 0.10
H 0.3728 1.4713 1.7438 0.13
H -2.2577 1.7620 2.4194 0.10
H -2.1354 -0.0878 0.9019 0.10
H -1.8410 1.5357 0.3560 0.09
H 0.4373 2.0314 -0.4887 0.15
H 0.7296 1.0242 -1.9252 0.15
H 1.7688 0.1128 0.7792 0.12
H 2.9576 2.0836 -1.1541 0.13
H 2.9962 1.9708 0.5949 0.12
H 4.6610 0.5075 -1.2598 0.07
H 4.4695 -0.0035 0.2820 0.08
H 2.6487 -1.6076 -0.3960 0.12
H 2.7196 -0.7819 -1.9414 0.13
H 0.5573 -1.1524 -2.3075 0.14
H -1.8351 -2.4032 -0.2580 0.12
H -0.6404 -2.5338 0.9743 0.12
C -4.6029 -0.7269 -2.0501 -1.61
Br -3.0230 0.3196 -1.6155 0.78
Br -5.8851 -0.6256 -0.6280 0.62
Br -5.3466 -0.2358 -3.7427 0.63
H -4.2804 -1.7551 -2.1253 -0.03
```